Record 1
Entry from the OMol25 dataset: a cluster of 12 separate species, C48H126N6O24 in total (the ωB97M-V functional and the def2-TZVPD basis).

Geometry as ORCA input:
```
! wB97M-V def2-TZVPD RIJCOSX def2/J DEFGRID3
* xyz 1 2
C -0.58 -2.85 -5.53
O -0.71 -1.50 -5.90
C -0.62 -1.13 -7.25
C 0.82 -1.30 -7.82
N 1.73 -0.26 -7.24
C 3.06 -0.30 -7.68
C 3.90 0.76 -7.04
O 4.23 0.25 -5.71
C 5.16 1.11 -4.98
H -0.80 -2.86 -4.46
H 0.39 -3.28 -5.76
H -1.37 -3.45 -5.99
H -1.08 -0.16 -7.42
H -1.33 -1.82 -7.71
H 0.80 -1.17 -8.90
H 1.16 -2.30 -7.55
H 1.70 -0.23 -6.24
H 3.12 -0.13 -8.76
H 3.52 -1.28 -7.55
H 3.26 1.63 -6.98
H 4.77 1.03 -7.63
H 5.38 0.74 -3.98
H 4.91 2.17 -5.00
H 6.10 0.98 -5.53
C -1.54 -4.15 -0.98
O -1.34 -5.32 -1.78
C -0.04 -5.69 -1.94
C 0.01 -7.00 -2.77
N 1.34 -7.41 -3.22
C 2.12 -7.97 -2.13
C 3.58 -8.01 -2.56
O 3.95 -6.67 -2.99
C 5.33 -6.73 -3.51
H -0.87 -3.36 -1.35
H -1.24 -4.43 0.02
H -2.60 -3.92 -1.04
H 0.43 -5.77 -0.96
H 0.48 -4.97 -2.58
H -0.66 -6.82 -3.61
H -0.52 -7.79 -2.22
H 1.83 -6.60 -3.59
H 1.74 -8.94 -1.80
H 2.12 -7.45 -1.17
H 3.63 -8.74 -3.37
H 4.20 -8.30 -1.72
H 5.63 -5.70 -3.72
H 5.42 -7.36 -4.39
H 6.05 -6.99 -2.73
C 0.92 2.89 -5.52
O 0.58 3.87 -4.54
C -0.72 4.47 -4.80
C -0.88 5.62 -3.89
N -1.12 4.97 -2.58
C -1.12 5.93 -1.49
C -1.18 5.44 -0.06
O -1.02 6.46 0.91
C -1.07 6.03 2.24
H 0.10 2.19 -5.68
H 1.81 2.34 -5.22
H 1.03 3.26 -6.54
H -1.54 3.75 -4.71
H -0.83 4.90 -5.80
H -1.75 6.22 -4.14
H -0.01 6.28 -3.86
H -0.30 4.39 -2.47
H -1.96 6.62 -1.61
H -0.27 6.61 -1.58
H -0.38 4.70 -0.02
H -2.10 4.88 0.12
H -0.68 6.74 2.96
H -0.34 5.25 2.47
H -2.09 5.79 2.54
C 4.06 1.54 2.34
O 4.50 0.22 2.04
C 4.02 -0.20 0.75
C 4.59 -1.61 0.50
N 4.50 -2.61 1.58
C 3.14 -2.91 2.02
C 2.09 -3.27 0.92
O 0.83 -3.75 1.43
C 0.03 -2.81 2.08
H 2.97 1.57 2.29
H 4.47 2.37 1.78
H 4.45 1.88 3.30
H 4.39 0.44 -0.05
H 2.93 -0.17 0.76
H 5.66 -1.47 0.35
H 4.23 -2.15 -0.38
H 5.04 -2.38 2.40
H 2.78 -1.99 2.49
H 3.29 -3.62 2.84
H 2.59 -4.04 0.34
H 1.93 -2.41 0.27
H -0.84 -3.25 2.57
H -0.33 -2.01 1.43
H 0.54 -2.34 2.92
C -4.55 -3.55 5.73
O -3.22 -3.11 5.61
C -2.96 -2.06 4.74
C -1.56 -1.54 5.06
N -1.62 -0.66 6.25
C -0.26 -0.42 6.82
C 0.58 0.55 5.98
O 1.92 0.48 6.46
C 2.75 1.49 5.91
H -4.56 -4.61 5.97
H -5.13 -3.64 4.82
H -5.16 -2.97 6.42
H -3.68 -1.23 4.81
H -2.88 -2.53 3.76
H -1.15 -0.99 4.22
H -0.92 -2.40 5.26
H -2.23 -1.00 6.98
H 0.28 -1.33 7.07
H -0.34 0.07 7.79
H 0.15 1.55 5.98
H 0.60 0.16 4.96
H 2.62 2.49 6.32
H 2.72 1.54 4.83
H 3.74 1.13 6.20
C -2.03 2.21 3.30
O -1.82 1.73 1.97
C -0.48 1.35 1.77
C -0.35 0.71 0.40
N -0.52 1.67 -0.67
C -0.47 1.10 -2.05
C 0.91 0.49 -2.56
O 0.96 -0.91 -2.46
C 1.99 -1.58 -3.15
H -2.03 1.49 4.12
H -3.08 2.51 3.31
H -1.37 3.04 3.58
H -0.13 0.56 2.44
H 0.18 2.21 1.82
H -1.17 0.00 0.34
H 0.61 0.19 0.40
H -1.38 2.18 -0.51
H -0.67 1.96 -2.69
H -1.32 0.42 -2.11
H 1.65 0.96 -1.91
H 1.01 0.71 -3.63
H 2.06 -1.34 -4.21
H 1.97 -2.67 -3.02
H 2.96 -1.34 -2.73
C 3.45 -3.87 -5.45
C 4.09 -4.21 -6.81
O 5.32 -4.81 -6.64
O 2.73 -4.92 -4.80
H 2.72 -3.10 -5.68
H 4.18 -3.35 -4.83
H 4.41 -3.25 -7.21
H 3.54 -4.78 -7.56
H 5.93 -4.07 -6.77
H 3.32 -5.48 -4.28
C 3.42 4.40 -2.15
C 2.75 3.33 -1.33
O 1.37 3.46 -1.62
O 3.29 4.16 -3.53
H 4.47 4.48 -1.88
H 3.07 5.39 -1.89
H 2.86 3.42 -0.25
H 3.27 2.40 -1.54
H 0.95 2.68 -1.25
H 2.36 3.98 -3.66
C -7.38 2.95 3.61
C -5.90 2.41 3.56
O -5.12 3.15 4.47
O -8.31 2.20 2.87
H -7.38 3.93 3.12
H -7.63 2.85 4.66
H -5.62 2.49 2.51
H -5.85 1.34 3.80
H -4.62 2.49 4.94
H -9.19 2.30 3.23
C -4.36 1.64 7.45
C -4.79 0.38 8.18
O -3.89 -0.66 8.18
O -4.07 1.32 6.11
H -3.52 2.07 8.00
H -5.14 2.41 7.51
H -5.68 0.01 7.68
H -5.05 0.74 9.18
H -4.37 -1.46 8.42
H -3.54 0.52 6.20
C -5.14 2.00 -0.45
C -4.89 0.48 -0.15
O -4.65 0.27 1.22
O -3.88 2.69 -0.41
H -5.97 2.36 0.17
H -5.61 2.06 -1.43
H -3.99 0.01 -0.57
H -5.69 -0.17 -0.50
H -4.01 0.96 1.41
H -3.66 2.84 -1.33
C -2.52 5.71 7.17
C -2.63 4.70 6.06
O -1.58 3.80 6.21
O -3.04 5.23 8.47
H -3.16 6.56 6.94
H -1.54 6.21 7.19
H -2.50 5.26 5.13
H -3.60 4.20 5.98
H -1.74 3.12 6.87
H -2.51 4.50 8.79
*
```

## Properties
* LUMO energy (spin up / spin down): -2.6 / -7.7 eV
* Kohn-Sham gap (spin up / spin down): 0.284 / 0.096 hartree
* calculated total energy: -4037.9288 Ha


Record 2
Entry from the OMol25 dataset: a cluster of 2 separate species, C6H15N3 in total (the ωB97M-V functional and the def2-TZVPD basis).

Geometry as ORCA input:
```
! wB97M-V def2-TZVPD RIJCOSX def2/J DEFGRID3
* xyz 0 1
C 0.50 -1.06 1.15
C 1.88 -1.64 1.21
C 0.24 0.21 1.91
N -0.82 -1.36 -0.62
H -0.21 -1.82 1.46
H -0.58 -2.20 -1.13
H -1.83 -1.31 -0.47
H 2.02 -2.44 0.48
H 2.03 -2.10 2.20
H 2.64 -0.88 1.05
H 0.21 -0.03 2.98
H -0.72 0.63 1.64
H 1.01 0.95 1.71
C -0.64 2.38 -1.39
C -1.20 1.03 -1.04
C -0.26 -0.15 -1.27
N -2.38 0.80 -0.60
N 1.03 0.09 -0.74
H -2.93 1.65 -0.52
H 1.68 -0.57 -1.17
H -0.25 -0.31 -2.37
H -1.34 3.18 -1.17
H -0.38 2.41 -2.45
H 0.30 2.53 -0.84
*
```

## Properties
* LUMO energy (spin up / spin down): 0.9 / 0.9 eV
* Kohn-Sham gap (spin up / spin down): 0.312 / 0.311 hartree
* calculated total energy: -401.7405 Ha


Record 3
Entry from the OMol25 dataset: a cluster of 2 separate species, C2H5NS2 in total (the ωB97M-V functional and the def2-TZVPD basis).

Geometry as ORCA input:
```
! wB97M-V def2-TZVPD RIJCOSX def2/J DEFGRID3
* xyz 0 1
C 1.29 -0.47 -0.31
C 0.66 0.86 -0.29
N -2.13 -0.17 0.72
S 2.79 -0.81 0.20
S -1.94 -1.37 -0.24
H 0.67 -1.28 -0.70
H 1.30 1.60 0.19
H -0.29 0.79 0.24
H 0.43 1.16 -1.31
H -2.77 -0.31 1.50
*
```

## Properties
* SMILES: CC=S.N=S
* LUMO energy (spin up / spin down): -1.8 / -1.7 eV
* Kohn-Sham gap (spin up / spin down): 0.246 / 0.247 hartree
* calculated total energy: -930.2292 Ha


Record 4
Entry from the OMol25 dataset: a structure of composition C15H10Br2FeN4O3S (the ωB97M-V functional and the def2-TZVPD basis).

Geometry as ORCA input:
```
! wB97M-V def2-TZVPD RIJCOSX def2/J DEFGRID3
* xyz 0 5
Fe 0.30 1.16 -1.03
S -1.70 2.65 -1.40
C -1.61 2.54 0.33
C -2.47 3.19 1.24
C -2.25 3.05 2.59
C -1.18 2.28 3.05
C -0.39 1.66 2.11
N -0.60 1.78 0.80
H -3.28 3.79 0.85
H -2.90 3.55 3.29
H -0.98 2.16 4.10
H 0.46 1.05 2.40
Br 3.90 -4.25 1.19
C 2.94 -2.74 0.60
C 3.50 -1.48 0.70
C 2.75 -0.41 0.25
N 1.53 -0.54 -0.27
C 1.00 -1.77 -0.36
C 1.68 -2.90 0.07
C -0.35 -1.83 -0.98
C -1.10 -2.99 -1.02
C -2.33 -2.97 -1.65
Br -3.38 -4.53 -1.73
C -2.79 -1.79 -2.23
C -1.99 -0.67 -2.12
N -0.80 -0.69 -1.52
H 4.49 -1.33 1.12
H 3.13 0.61 0.32
H 1.25 -3.89 -0.03
H -0.76 -3.91 -0.56
H -3.74 -1.74 -2.73
H -2.30 0.29 -2.50
O 3.44 3.36 -1.62
N 2.52 2.70 -1.21
O 2.24 2.56 -0.01
O 1.77 2.05 -2.05
*
```

## Properties
* LUMO energy (spin up / spin down): -1.1 / -1.2 eV
* Kohn-Sham gap (spin up / spin down): 0.237 / 0.235 hartree
* calculated total energy: -7832.2575 Ha


Record 5
Entry from the OMol25 dataset: a cluster of 2 separate species, C4H10O2 in total (the ωB97M-V functional and the def2-TZVPD basis).

Geometry as ORCA input:
```
! wB97M-V def2-TZVPD RIJCOSX def2/J DEFGRID3
* xyz 0 1
C 1.68 0.16 -0.22
C 0.38 -0.58 -0.29
C -0.88 0.27 -0.14
C -2.15 -0.53 -0.38
O 1.40 1.78 1.32
O 2.71 -0.57 0.08
H 0.71 2.28 0.85
H 2.49 -1.46 0.45
H -0.82 1.11 -0.84
H 0.38 -1.03 -1.30
H 0.36 -1.42 0.42
H -0.89 0.69 0.87
H 2.09 1.48 0.49
H -3.03 0.10 -0.21
H -2.22 -1.37 0.31
H -2.19 -0.91 -1.40
*
```

## Properties
* LUMO energy: 0.8 eV
* Kohn-Sham gap: 0.339 hartree
* calculated total energy: -308.7662 Ha


Record 6
Entry from the OMol25 dataset: a structure of composition C33H45Br42F4NO2P (the ωB97M-V functional and the def2-TZVPD basis).

Geometry as ORCA input:
```
! wB97M-V def2-TZVPD RIJCOSX def2/J DEFGRID3
* xyz -1 1
C -2.88 3.36 -5.64
O -2.89 3.63 -4.25
C -1.59 3.98 -3.79
C -1.17 3.15 -2.54
C -1.39 1.63 -2.76
C -0.38 0.51 -2.44
P 0.48 0.14 -0.75
C 1.91 -0.69 -1.76
C 1.54 -2.13 -2.27
C 1.00 -2.17 -3.72
F -0.34 -2.58 -3.78
C 1.32 1.84 -0.63
C 2.20 2.32 -1.80
C 3.70 2.01 -1.67
N 4.34 1.72 -0.45
O 4.35 1.97 -2.70
C -1.09 0.67 0.29
C -1.71 -0.46 1.12
C -2.35 -1.56 0.52
C -2.94 -2.58 1.29
C -2.93 -2.57 2.70
C -2.33 -1.44 3.30
C -1.75 -0.45 2.52
C 1.33 -0.35 0.97
F 2.74 -0.21 1.02
F 1.01 0.44 2.06
F 1.18 -1.67 1.28
H -2.14 3.96 -6.20
H -3.86 3.57 -6.10
H -2.65 2.30 -5.85
H -0.79 3.90 -4.54
H -1.61 5.05 -3.48
H -0.17 3.52 -2.27
H -1.85 3.49 -1.74
H -2.41 1.40 -2.41
H -1.57 1.56 -3.86
H 0.33 0.55 -3.30
H -0.93 -0.43 -2.66
H -0.12 -1.17 -0.73
H 2.85 -0.87 -1.21
H 2.24 -0.17 -2.67
H 2.50 -2.68 -2.35
H 0.94 -2.72 -1.57
H 1.56 -2.93 -4.30
H 1.17 -1.23 -4.26
H 1.94 2.00 0.27
H 0.51 2.56 -0.43
H 2.12 3.43 -1.84
H 1.90 1.99 -2.81
H 3.85 2.08 0.36
H 4.50 0.72 -0.40
H -1.98 0.88 -0.32
H -0.96 1.59 0.89
H -2.42 -1.68 -0.56
H -3.43 -3.44 0.82
H -3.40 -3.44 3.26
H -2.28 -1.35 4.37
H -1.29 0.40 3.03
C 0.38 -5.70 -0.24
Br 1.56 -6.11 1.23
Br -0.81 -4.25 0.23
Br 1.35 -5.34 -1.87
H -0.23 -6.58 -0.42
C -1.52 6.26 0.44
Br -0.52 7.81 1.02
Br -2.19 6.45 -1.36
Br -0.50 4.64 0.63
H -2.38 6.18 1.10
C 2.34 -10.24 -0.45
Br 0.80 -9.24 -1.03
Br 3.59 -9.16 0.54
Br 1.84 -11.82 0.53
H 2.85 -10.58 -1.35
C 5.62 -2.63 -4.27
Br 5.05 -3.81 -2.85
Br 5.01 -3.26 -6.00
Br 5.10 -0.81 -3.95
H 6.71 -2.66 -4.29
C 0.07 7.30 5.00
Br 0.81 5.67 4.30
Br -1.22 6.96 6.39
Br 1.46 8.51 5.60
H -0.45 7.79 4.19
C -3.65 3.72 4.66
Br -2.52 3.14 6.11
Br -4.81 5.17 5.18
Br -2.61 4.15 3.08
H -4.29 2.88 4.40
C 3.86 -4.86 4.67
Br 2.40 -5.76 5.56
Br 3.29 -3.22 3.84
Br 5.36 -4.57 5.86
H 4.20 -5.51 3.88
C 7.87 -1.68 -0.88
Br 9.06 -2.02 0.60
Br 6.63 -0.26 -0.49
Br 8.85 -1.34 -2.52
H 7.29 -2.57 -1.04
C 1.89 12.03 7.77
Br 1.16 10.85 9.12
Br 1.80 13.88 8.31
Br 3.68 11.51 7.28
H 1.27 11.92 6.89
C -4.47 -0.84 -6.73
Br -3.31 -1.36 -5.28
Br -5.64 0.61 -6.22
Br -3.47 -0.42 -8.33
H -5.10 -1.68 -6.96
C -6.12 -2.53 -10.59
Br -7.52 -1.25 -10.25
Br -5.78 -3.64 -9.05
Br -6.47 -3.57 -12.17
H -5.21 -1.96 -10.77
C 5.47 1.97 2.54
Br 5.00 0.31 3.41
Br 4.14 3.33 2.84
Br 7.24 2.57 3.04
H 5.49 1.78 1.47
C -4.23 -3.09 7.02
Br -3.38 -4.11 8.44
Br -4.46 -1.24 7.51
Br -3.31 -3.27 5.34
H -5.22 -3.51 6.89
C -6.67 -6.55 5.79
Br -5.64 -7.29 7.25
Br -7.85 -5.14 6.40
Br -5.54 -5.96 4.34
H -7.30 -7.35 5.41
*
```

## Properties
* LUMO energy: 1.0 eV
* Kohn-Sham gap: 0.224 hartree
* calculated total energy: -110338.8355 Ha


Which value of calculated total energy does entry 6 give? -110338.8355 Ha


calculated total energy of number 3 (C2H5NS2)? -930.2292 Ha